{"formula": "C26H42Br2NO4", "method": "wB97M-V/def2-TZVPD", "elements": ["H", "C", "H", "N", "C", "H", "H", "C", "H", "C", "C", "H", "H", "H", "H", "H", "C", "H", "C", "C", "H", "C", "C", "H", "H", "H", "C", "H", "H", "C", "H", "C", "H", "C", "H", "Br", "C", "H", "H", "H", "H", "H", "H", "H", "H", "H", "H", "C", "C", "H", "H", "C", "C", "C", "H", "H", "H", "C", "O", "C", "H", "O", "C", "H", "H", "C", "H", "C", "O", "C", "O", "H", "H", "H", "Br"], "xyz": [[-2.511, -1.772, 2.100], [2.141, -5.099, -0.999], [1.783, -0.803, -1.508], [-3.011, -1.360, -0.622], [3.022, -1.734, -3.526], [-2.129, 0.517, -2.764], [-0.800, -1.454, 1.973], [-0.718, 4.490, 5.919], [2.883, 1.172, 1.445], [-1.749, -1.656, 0.083], [-3.830, 0.889, 0.130], [0.325, -1.203, -0.074], [2.521, 1.442, -1.235], [4.453, -2.655, -1.429], [-1.067, 4.956, 5.004], [-0.873, 1.255, 0.683], [-1.603, -3.193, 0.104], [-1.818, -3.619, -0.869], [-1.770, -1.210, 1.545], [1.296, -4.784, -2.069], [3.952, -4.556, 0.055], [-0.628, 0.298, -1.257], [-0.556, -1.135, -0.705], [-4.393, 0.903, -2.652], [-4.694, 1.440, -0.222], [1.924, -5.926, -0.341], [1.901, 2.847, 2.443], [2.510, 3.579, 2.965], [0.961, 2.798, 2.974], [1.675, 3.363, 1.056], [0.278, 1.422, -2.912], [3.576, -3.260, -1.599], [-0.807, 2.559, 6.902], [3.287, -4.346, -0.768], [-0.397, -1.812, -1.546], [-1.342, 2.061, 4.523], [-1.334, 3.134, 6.148], [-2.211, 1.779, -1.592], [-4.162, 0.262, 0.952], [-0.583, -3.420, 0.409], [-2.379, 3.233, 6.432], [-1.934, -0.147, 1.684], [1.960, 0.730, 2.863], [-3.101, 1.598, 0.516], [3.196, -2.054, -4.551], [3.507, 1.510, 3.082], [3.934, -1.239, -3.194], [1.580, -3.703, -2.902], [-3.263, 0.030, -1.032], [0.402, -5.364, -2.246], [-0.922, 5.147, 6.762], [2.627, 1.486, 2.453], [2.715, 0.966, -2.193], [1.682, -0.146, -2.373], [0.919, -3.445, -3.714], [2.637, 1.714, -2.974], [0.783, 0.901, 0.267], [0.265, 0.414, -2.505], [0.369, 3.438, 0.703], [-0.164, 1.264, -0.140], [-0.222, -0.207, -3.257], [1.903, -0.868, -3.582], [0.023, 2.724, -0.503], [0.790, 2.904, -1.250], [3.725, 0.577, -2.110], [-2.056, 0.712, -1.694], [-4.099, -0.806, -2.820], [-4.374, -0.034, -2.104], [-4.034, -1.963, -0.156], [2.723, -2.939, -2.664], [2.559, 3.694, 0.332], [-5.332, -0.259, -1.657], [-0.887, 3.194, -0.858], [-2.256, -3.611, 0.860], [1.220, 4.385, 5.801]], "s2": 0.754, "multiplicity": 2, "e_tot_ev": -177406.843, "homo_energy_ev": [-8.252, -9.312], "homo_lumo_gap_ev": [8.7, 9.7]}

---

{"formula": "C26H42BrFeNOP2", "method": "wB97M-V/def2-TZVPD", "elements": ["N", "C", "H", "H", "C", "C", "H", "H", "H", "C", "H", "H", "C", "H", "Fe", "C", "H", "C", "C", "C", "C", "H", "C", "O", "H", "H", "C", "P", "H", "H", "C", "H", "H", "H", "H", "C", "H", "C", "H", "H", "C", "H", "H", "H", "C", "H", "H", "H", "H", "H", "H", "H", "H", "H", "H", "C", "C", "H", "C", "H", "H", "H", "C", "C", "C", "H", "H", "H", "C", "H", "C", "C", "P", "Br"], "xyz": [[4.701, -4.081, 3.639], [-0.799, 2.694, 2.011], [-3.894, 0.067, 1.301], [1.616, -1.393, -2.858], [-1.877, -1.774, -1.431], [-4.798, -1.412, -0.028], [-1.586, -3.138, 0.239], [-2.119, 1.620, -1.823], [5.179, -0.496, -1.732], [-2.966, 0.966, -1.548], [-5.925, 2.942, 3.306], [1.739, 4.551, -2.312], [-1.271, 1.399, 2.289], [2.358, 3.702, -3.740], [2.368, -0.580, -0.493], [1.168, -0.393, -2.740], [4.169, -1.367, -0.576], [2.916, -2.535, 3.271], [0.955, 0.526, 1.857], [-5.107, 2.588, 2.668], [-0.403, 0.322, 2.193], [0.740, 2.246, -2.629], [1.677, 2.411, -2.095], [-4.327, 1.582, 3.298], [-0.079, -2.436, -0.340], [-2.946, 0.005, -3.512], [4.906, -4.170, 2.321], [2.568, 0.805, -2.214], [-4.136, 1.296, -3.327], [-0.875, -3.702, -1.287], [3.747, -3.283, 4.114], [1.438, 2.522, -1.034], [5.727, -4.834, 2.021], [-4.441, 3.418, 2.414], [-5.524, 2.177, 1.742], [3.128, -2.590, 1.877], [-2.322, 1.215, 2.521], [0.586, 2.923, 1.894], [-5.327, -0.679, -0.649], [-4.507, -2.263, -0.653], [-1.053, -2.817, -0.659], [3.305, 1.007, 0.245], [-3.652, 1.586, -0.945], [-3.161, -1.530, 1.386], [-3.596, -0.797, 0.685], [1.080, -0.302, -4.927], [4.317, -3.619, 0.308], [4.442, 1.782, -0.918], [0.154, 0.994, -4.144], [-2.850, -2.202, -1.733], [0.966, 3.948, 1.834], [5.484, -0.394, 0.050], [-5.509, -1.787, 0.720], [-0.457, -0.665, -4.160], [-4.441, -0.281, -2.589], [2.337, 3.690, -2.641], [-3.658, 0.454, -2.810], [3.357, 3.845, -2.265], [3.885, 0.870, -0.705], [-1.350, -1.479, -2.363], [2.177, -1.856, 3.684], [2.545, 2.031, 1.921], [2.419, -1.606, 1.093], [1.731, -0.484, 1.266], [1.466, 1.851, 1.875], [3.626, -3.213, 5.198], [-0.773, -0.684, 2.347], [0.432, -0.409, -1.913], [4.119, -3.470, 1.374], [-4.798, 1.305, 4.110], [4.711, -0.407, -0.735], [0.451, -0.058, -4.063], [-2.203, -0.270, -0.410], [-1.962, 4.117, 1.929]], "total_charge": 2, "s2": 6.087, "multiplicity": 5, "e_tot_ev": -154166.357, "homo_energy_ev": [-13.781, -13.687], "e_above_lowest_ev": 0.154, "homo_lumo_gap_ev": [7.5, 4.6]}

---

{"formula": "C26H42ClN4O4Ti", "method": "wB97M-V/def2-TZVPD", "elements": ["C", "H", "H", "C", "H", "C", "H", "H", "Cl", "C", "H", "H", "H", "H", "H", "H", "H", "H", "H", "H", "H", "H", "H", "H", "C", "H", "N", "O", "H", "H", "C", "C", "C", "H", "H", "C", "C", "C", "H", "N", "C", "N", "H", "H", "H", "H", "H", "C", "H", "H", "O", "H", "C", "O", "H", "H", "O", "Ti", "C", "H", "H", "N", "C", "C", "C", "C", "H", "C", "C", "H", "C", "C", "H", "H", "H", "C", "C", "C"], "xyz": [[1.490, -2.437, 3.702], [3.844, 4.371, 0.522], [4.477, 1.832, -2.238], [1.323, -1.795, -0.380], [-0.928, 4.797, 0.641], [-1.771, -2.135, 1.523], [-4.921, 0.184, -1.060], [0.847, -1.384, -4.124], [0.110, 0.486, 3.383], [-1.918, 0.526, -3.726], [5.710, 2.296, -1.026], [-2.916, 4.401, 3.923], [-0.379, -6.761, -1.596], [-2.453, 5.653, 1.074], [4.792, 3.558, -1.859], [-1.197, -1.672, 2.343], [3.447, -1.407, 2.335], [-3.815, 3.061, 3.131], [-1.120, 5.615, 2.238], [-1.892, 1.608, -3.557], [-0.473, -1.025, -5.284], [0.600, -2.333, 4.331], [-0.844, -2.486, -1.718], [2.245, -1.738, 4.072], [-3.747, -1.285, 0.145], [-4.000, 4.752, 2.547], [-2.207, 3.809, 2.012], [1.814, 1.448, 0.446], [3.517, -0.548, 0.786], [2.532, 1.178, -1.473], [2.655, 1.671, -0.498], [-0.745, -4.634, -1.740], [-1.584, 2.619, 1.956], [2.393, -1.608, -0.671], [-3.544, 2.128, -1.791], [1.535, -1.179, 1.481], [0.880, -3.200, -0.646], [-0.231, -1.220, -4.232], [4.995, 3.164, 1.103], [3.701, 2.478, -0.390], [3.955, 3.312, 0.789], [-0.634, -0.075, -3.430], [-1.670, -4.715, -2.314], [-3.276, 2.853, -0.216], [1.740, -6.479, -0.302], [-2.148, 0.317, -4.776], [-0.770, -2.124, -3.920], [1.171, -5.599, -0.609], [0.712, -3.148, 1.820], [1.223, 0.015, -2.639], [-0.039, 1.408, -1.771], [-2.036, 1.842, 2.603], [-2.903, 0.745, -0.355], [-0.584, 2.383, 1.221], [2.562, -4.178, 0.277], [-2.712, 0.074, -3.114], [0.417, -0.923, -0.798], [0.360, 0.361, 1.155], [-4.033, -0.096, -0.515], [1.875, -3.457, 3.894], [2.964, 0.267, 2.282], [-1.931, 0.084, 0.380], [0.226, 0.485, -2.548], [-2.874, 2.102, -0.915], [1.628, -4.324, -0.266], [1.149, -2.264, 2.284], [-4.341, -2.179, 0.239], [-3.300, 4.015, 2.962], [4.724, 2.545, -1.443], [-1.115, -2.756, 0.888], [-0.298, -3.366, -1.390], [-0.012, -5.760, -1.347], [-1.864, 2.376, -1.240], [-2.515, -2.807, 1.975], [3.268, 3.044, 1.593], [-1.623, 5.033, 1.451], [2.935, -0.669, 1.704], [-2.454, -1.130, 0.707]], "s2": 0.754, "multiplicity": 2, "e_tot_ev": -77429.928, "homo_energy_ev": [-5.305, -5.304], "e_above_lowest_ev": 0.000, "homo_lumo_gap_ev": [5.2, 5.2]}

---

{"formula": "C26H42IrN8PSi", "method": "wB97M-V/def2-TZVPD", "elements": ["H", "H", "C", "H", "C", "C", "C", "H", "H", "C", "H", "H", "C", "N", "N", "C", "N", "N", "C", "C", "P", "N", "H", "C", "N", "H", "H", "H", "H", "H", "C", "C", "C", "H", "H", "C", "H", "H", "N", "H", "H", "H", "H", "H", "C", "C", "H", "H", "C", "Ir", "H", "H", "Si", "C", "H", "C", "C", "H", "N", "H", "C", "H", "H", "H", "C", "H", "H", "H", "H", "H", "H", "C", "H", "H", "C", "C", "C", "H", "H"], "xyz": [[1.722, 2.348, -1.943], [5.151, -0.824, 0.744], [-0.714, 2.331, 5.192], [1.881, 6.053, 1.095], [-3.857, 2.576, -0.361], [-0.250, -0.039, 4.604], [0.410, 3.062, 0.857], [2.815, -2.662, -0.876], [4.036, -2.167, 0.787], [4.142, -1.116, 1.031], [-2.863, -2.023, -2.137], [-0.479, 1.998, 6.202], [4.226, 3.934, 2.321], [-0.496, 1.247, 4.271], [-3.314, 2.990, 0.806], [3.569, 0.050, -1.786], [1.037, 4.229, 0.591], [0.851, -2.974, -0.225], [-0.341, -3.710, -0.623], [4.321, 2.523, 0.380], [-0.883, 2.951, 2.149], [0.636, 2.188, -0.122], [-3.872, -2.005, 0.079], [-3.944, 3.874, 1.751], [-0.241, 0.141, 2.388], [0.131, -1.759, 3.300], [-4.797, 2.939, -0.726], [0.386, -3.336, 1.787], [4.576, 4.805, 2.860], [-1.755, 2.660, 5.169], [1.925, -3.206, -1.168], [4.706, 3.679, 1.050], [-1.593, -3.127, 0.002], [-5.008, 3.943, 1.530], [4.647, -0.098, -1.747], [-0.088, -0.722, 3.429], [-1.564, -3.229, 1.088], [-2.910, -1.499, 1.466], [-1.914, 1.528, -0.074], [1.794, -4.224, 1.201], [-3.345, -0.332, 0.211], [3.166, -0.750, -2.399], [-3.084, 1.180, -1.848], [-1.108, -1.870, -2.303], [-2.979, 1.676, -0.904], [3.342, 3.057, 2.925], [2.183, -4.271, -1.201], [1.625, -2.904, -2.170], [3.433, 1.656, 0.985], [-0.014, -0.089, 0.117], [-0.076, 3.179, 4.935], [3.394, 0.976, -2.323], [2.922, 0.016, 0.028], [-3.051, -1.356, 0.397], [4.071, -1.005, 2.109], [-1.975, -1.503, -1.759], [2.959, 1.901, 2.260], [1.174, 5.165, 2.449], [-1.820, -1.705, -0.314], [-0.211, -0.386, 5.616], [1.414, 2.819, -1.033], [0.122, 5.984, 1.273], [2.983, 3.245, 3.925], [-3.827, 3.484, 2.763], [1.048, 5.420, 1.398], [-0.270, -4.765, -0.320], [-0.416, -3.704, -1.710], [2.222, 4.887, -1.054], [-2.452, -3.710, -0.352], [-2.078, -0.446, -1.981], [1.912, -2.483, 1.511], [-2.128, 2.355, 0.951], [-3.517, 4.877, 1.699], [4.728, 2.329, -0.599], [-0.486, 1.341, 2.925], [1.257, -3.269, 1.141], [1.671, 4.089, -0.598], [5.400, 4.355, 0.573], [2.302, 1.198, 2.749]], "total_charge": 3, "s2": 0.768, "multiplicity": 2, "e_tot_ev": -59541.840, "homo_energy_ev": [-16.534, -16.534], "e_above_lowest_ev": 5.237, "homo_lumo_gap_ev": [5.5, 5.7]}